78
Properties=species:S:1:pos:R:3:lowdin_charge:R:1 method="wB97M-V/def2-TZVPD" fmax_ha_per_bohr=0.113 homo_ha=-0.3487 smiles="BrC(Br)Br.BrC(Br)Br.BrC(Br)Br.CC(N)=O.CC(N)=O.CC(N)=O.CC(N)=O.CC(N)=O.CC(N)=O.CC(N)=O" spin_multiplicity=1 total_energy_ha=-24746.65571
C 1.42 7.80 2.80 -1.5139
Br 1.05 7.04 4.60 0.5297
Br 2.96 9.02 2.59 0.5345
Br -0.31 8.45 2.01 0.4940
H 1.67 6.99 2.11 -0.0493
C -8.34 -3.33 -0.97 -1.4365
Br -7.13 -1.83 -0.39 0.4713
Br -8.45 -3.49 -2.94 0.5161
Br -10.20 -3.01 -0.19 0.4703
H -7.92 -4.23 -0.52 -0.0260
C -5.51 3.10 -4.56 -1.4655
Br -7.02 2.67 -5.81 0.4882
Br -6.03 4.51 -3.24 0.5001
Br -3.89 3.63 -5.62 0.5076
H -5.46 2.21 -3.93 -0.0354
O 3.93 4.34 -0.85 0.0521
C 4.68 4.15 0.06 -0.7184
N 4.33 3.68 1.18 0.1818
C 6.17 4.19 -0.19 -0.0123
H 3.32 3.61 1.20 0.1307
H 4.93 3.42 1.95 0.1285
H 6.51 5.12 0.29 0.0777
H 6.38 4.58 -1.18 0.0803
H 6.70 3.29 0.12 0.0807
O -3.60 -5.81 -0.98 -0.0131
C -2.74 -5.85 -0.05 -0.5595
N -2.55 -4.89 0.86 0.1515
C -1.78 -7.02 0.02 -0.0233
H -1.69 -4.76 1.38 0.1079
H -3.28 -4.19 0.91 0.1091
H -1.41 -7.38 -0.94 0.0815
H -2.21 -7.89 0.52 0.0826
H -0.85 -6.81 0.56 0.0659
O -2.79 -1.38 -7.43 0.0413
C -3.61 -2.01 -6.81 -0.6089
N -3.60 -2.08 -5.47 0.1534
C -4.66 -2.80 -7.62 -0.0117
H -2.76 -1.75 -5.01 0.1118
H -4.13 -2.78 -4.98 0.1035
H -4.65 -3.86 -7.36 0.0675
H -4.42 -2.79 -8.68 0.0765
H -5.70 -2.51 -7.48 0.0710
O 3.03 -2.66 2.88 -0.0125
C 4.09 -3.30 3.12 -0.5978
N 3.98 -4.55 3.53 0.1490
C 5.47 -2.78 3.02 -0.0198
H 3.14 -4.95 3.93 0.1182
H 4.80 -5.14 3.54 0.1050
H 6.30 -3.48 2.93 0.0766
H 5.67 -2.27 3.96 0.0945
H 5.67 -2.13 2.16 0.0864
O -0.65 2.79 1.70 0.0258
C -1.19 2.19 0.79 -0.6484
N -1.47 0.91 0.84 0.1564
C -1.84 2.89 -0.36 -0.0129
H -0.78 0.43 1.40 0.1164
H -1.99 0.39 0.15 0.1140
H -1.58 3.95 -0.28 0.0832
H -2.90 2.90 -0.10 0.0872
H -1.63 2.51 -1.36 0.0836
O 1.40 -0.33 -2.84 0.0272
C 2.42 0.28 -3.11 -0.6142
N 3.57 0.12 -2.45 0.1584
C 2.39 1.21 -4.33 -0.0083
H 3.41 -0.36 -1.58 0.1112
H 4.37 0.71 -2.65 0.1043
H 2.30 0.70 -5.29 0.0803
H 3.32 1.77 -4.47 0.0612
H 1.62 1.97 -4.21 0.0807
O 3.01 2.39 7.68 0.0168
C 2.43 1.31 7.60 -0.6042
N 1.54 1.19 6.61 0.1429
C 2.59 0.09 8.52 0.0004
H 1.00 0.35 6.45 0.1003
H 1.34 2.06 6.14 0.1138
H 2.08 0.32 9.46 0.0843
H 3.67 -0.08 8.56 0.0830
H 2.07 -0.75 8.07 0.0638

20
Properties=species:S:1:pos:R:3:lowdin_charge:R:1 method="wB97M-V/def2-TZVPD" fmax_ha_per_bohr=0.078 homo_ha=-0.3277 smiles=CN(C)CCCS spin_multiplicity=1 total_energy_ha=-651.15924 de_lowest_kj_mol=222.44
C -0.95 -0.22 0.79 -0.2588
C -0.09 -0.60 1.96 -0.5736
S 1.54 -1.47 1.73 0.6373
C -0.41 0.99 -0.12 -0.2328
N -0.44 0.51 -1.53 -0.2543
C 0.46 1.50 -2.35 -0.0927
C -1.79 0.52 -2.15 -0.1193
H -2.02 -0.23 1.00 0.0945
H -0.86 -1.08 -0.01 0.1283
H 0.30 0.35 2.53 0.0963
H -0.57 -1.21 2.70 0.0372
H 2.42 -0.79 2.52 -0.1599
H 0.75 1.12 0.18 0.1326
H -0.91 2.01 0.10 0.1296
H 0.34 2.51 -2.08 0.0463
H 1.50 1.24 -1.99 0.0822
H 0.57 1.33 -3.49 0.0996
H -2.42 -0.30 -1.91 0.0564
H -2.45 1.41 -2.09 0.0821
H -1.51 0.58 -3.21 0.0691

167
Properties=species:S:1:pos:R:3:lowdin_charge:R:1 method="wB97M-V/def2-TZVPD" fmax_ha_per_bohr=0.092 homo_ha=-0.3365 spin_multiplicity=1 total_energy_ha=-5371.89258
C -6.58 -1.53 1.48 -1.0306
Cl -7.12 -3.14 1.91 0.5011
Cl -6.18 -0.60 2.95 0.4761
H -5.66 -1.61 0.91 0.0240
H -7.39 -1.02 0.96 0.0271
C 2.82 0.95 -12.26 -0.0659
C 3.01 0.38 -10.84 -0.1906
O 2.10 -0.68 -10.57 0.0440
C 2.02 -1.14 -9.34 -0.5740
O 2.61 -0.68 -8.33 0.0526
O 1.12 -2.11 -9.26 -0.0041
C 0.77 -2.60 -7.95 -0.0258
H 3.62 1.63 -12.55 0.0749
H 1.88 1.46 -12.44 0.0733
H 2.87 0.21 -13.06 0.0721
H 2.66 1.15 -10.15 0.1268
H 4.04 0.03 -10.77 0.1313
H -0.11 -3.24 -7.96 0.0937
H 0.67 -1.73 -7.30 0.0953
H 1.61 -3.23 -7.66 0.0964
C -0.93 -2.95 3.57 -0.0608
C -0.95 -3.06 2.06 -0.2166
O -0.41 -1.85 1.51 -0.0046
C -0.51 -1.61 0.15 -0.5419
O -1.25 -2.20 -0.64 0.1020
O 0.37 -0.66 -0.14 -0.0012
C 0.65 -0.31 -1.47 -0.0474
H -1.61 -2.19 3.95 0.0776
H 0.13 -2.78 3.79 0.0809
H -1.21 -3.86 4.11 0.0796
H -1.84 -3.38 1.52 0.1234
H -0.11 -3.71 1.81 0.1221
H -0.18 0.23 -1.94 0.0963
H 0.88 -1.18 -2.09 0.0978
H 1.51 0.36 -1.52 0.0931
F -2.25 4.20 -7.03 0.0328
C -1.81 4.85 -8.16 -0.2586
C -2.74 5.45 -8.98 -0.0343
C -2.40 6.22 -10.09 -0.0781
C -1.05 6.28 -10.42 -0.0958
C -0.12 5.80 -9.52 -0.0889
C -0.46 5.13 -8.34 -0.0128
H -3.78 5.36 -8.73 0.1133
H -3.21 6.73 -10.60 0.1053
H -0.85 6.95 -11.25 0.1001
H 0.93 5.97 -9.69 0.1017
H 0.27 4.84 -7.60 0.1153
F 4.42 -3.72 4.60 0.0559
C 4.44 -5.06 4.47 -0.2613
C 4.34 -5.65 3.19 -0.0272
C 4.24 -7.00 3.08 -0.0979
C 4.36 -7.81 4.22 -0.0843
C 4.53 -7.24 5.50 -0.0798
C 4.54 -5.87 5.61 -0.0320
H 4.13 -5.06 2.31 0.1112
H 4.03 -7.46 2.12 0.1029
H 4.31 -8.88 4.09 0.0937
H 4.53 -7.85 6.40 0.1041
H 4.63 -5.34 6.54 0.1145
F 8.44 3.07 2.27 0.0742
C 7.94 2.42 1.22 -0.3116
C 6.77 1.73 1.43 -0.0245
C 6.26 0.91 0.45 -0.1111
C 6.90 0.68 -0.73 -0.0895
C 8.15 1.35 -0.94 -0.0488
C 8.62 2.25 0.05 -0.0180
H 6.29 1.92 2.38 0.1203
H 5.30 0.43 0.56 0.1047
H 6.54 0.01 -1.49 0.0977
H 8.68 1.13 -1.86 0.0951
H 9.52 2.84 -0.09 0.1118
F 1.81 5.82 7.15 0.0744
C 1.16 4.77 6.65 -0.2839
C -0.14 4.47 7.09 -0.0176
C -0.78 3.38 6.56 -0.1000
C -0.19 2.60 5.59 -0.1156
C 1.06 2.87 5.14 -0.0891
C 1.73 3.99 5.65 -0.0122
H -0.62 5.08 7.83 0.1158
H -1.81 3.20 6.80 0.1080
H -0.78 1.88 5.05 0.1037
H 1.49 2.35 4.30 0.1054
H 2.70 4.26 5.26 0.1113
F -5.52 4.87 3.16 0.0894
C -5.68 4.60 1.88 -0.3314
C -4.64 4.02 1.18 -0.0070
C -4.73 3.80 -0.21 -0.0723
C -5.92 4.17 -0.83 -0.1133
C -6.97 4.71 -0.11 -0.0764
C -6.85 4.94 1.26 -0.0163
H -3.68 3.94 1.67 0.1111
H -3.87 3.53 -0.80 0.1010
H -6.02 4.10 -1.90 0.0975
H -7.88 4.99 -0.64 0.1018
H -7.61 5.43 1.85 0.1172
F -10.17 -1.07 -5.64 0.1078
C -8.97 -1.53 -5.63 -0.3377
C -8.75 -2.74 -6.34 0.0156
C -7.44 -3.24 -6.35 -0.0763
C -6.45 -2.55 -5.65 -0.1080
C -6.72 -1.39 -4.95 -0.0942
C -7.99 -0.88 -4.98 -0.0415
H -9.53 -3.24 -6.91 0.1084
H -7.10 -4.12 -6.88 0.1000
H -5.45 -2.91 -5.44 0.0981
H -5.95 -0.90 -4.38 0.1071
H -8.20 0.05 -4.48 0.1208
F -4.77 -8.69 10.57 0.0481
C -5.32 -8.45 9.36 -0.2797
C -5.69 -9.52 8.61 -0.0273
C -6.31 -9.32 7.36 -0.0569
C -6.25 -8.01 6.86 -0.0990
C -5.86 -6.92 7.63 -0.1007
C -5.43 -7.13 8.90 -0.0210
H -5.67 -10.49 9.09 0.1164
H -6.80 -10.12 6.83 0.1012
H -6.62 -7.71 5.89 0.0950
H -5.91 -5.91 7.24 0.1080
H -5.16 -6.27 9.49 0.1160
F 7.61 4.27 -8.75 0.0606
C 7.50 5.03 -7.64 -0.3004
C 8.05 6.30 -7.67 -0.0067
C 8.09 7.15 -6.50 -0.0533
C 7.44 6.66 -5.36 -0.1060
C 6.88 5.39 -5.37 -0.0876
C 6.96 4.56 -6.48 -0.0253
H 8.45 6.67 -8.60 0.1071
H 8.52 8.13 -6.61 0.0970
H 7.39 7.27 -4.48 0.0963
H 6.43 5.07 -4.44 0.1020
H 6.39 3.64 -6.43 0.1161
F 0.06 -2.94 12.43 0.0539
C 0.68 -1.78 12.12 -0.2652
C 0.84 -0.71 12.98 -0.0470
C 1.51 0.43 12.61 -0.0783
C 2.13 0.47 11.34 -0.0916
C 2.01 -0.58 10.44 -0.0823
C 1.19 -1.65 10.81 -0.0123
H 0.47 -0.78 14.00 0.1140
H 1.63 1.16 13.39 0.1028
H 2.76 1.31 11.07 0.0955
H 2.50 -0.53 9.48 0.1030
H 1.08 -2.52 10.19 0.1074
F -4.34 -6.73 -1.08 0.0813
C -3.39 -7.45 -0.52 -0.3041
C -3.62 -8.14 0.66 -0.0279
C -2.59 -8.75 1.34 -0.0756
C -1.32 -8.66 0.74 -0.1071
C -1.05 -8.01 -0.46 -0.0782
C -2.11 -7.32 -1.07 -0.0112
H -4.63 -8.40 0.97 0.1133
H -2.74 -9.28 2.27 0.1044
H -0.44 -8.91 1.30 0.0918
H -0.05 -7.82 -0.82 0.1010
H -1.98 -6.67 -1.92 0.1129
F 1.77 10.50 1.54 0.0500
C 2.14 9.26 1.16 -0.2855
C 3.47 8.98 0.92 -0.0182
C 3.91 7.74 0.40 -0.0806
C 2.93 6.76 0.33 -0.0899
C 1.57 7.02 0.73 -0.0636
C 1.17 8.28 1.14 -0.0286
H 4.17 9.80 0.86 0.1103
H 4.94 7.55 0.12 0.1024
H 3.26 5.84 -0.14 0.0899
H 0.77 6.32 0.52 0.0963
H 0.11 8.42 1.29 0.1175

117
Properties=species:S:1:pos:R:3:lowdin_charge:R:1 method="wB97M-V/def2-TZVPD" fmax_ha_per_bohr=0.088 homo_ha=-0.4850 spin_multiplicity=1 total_charge=+2 total_energy_ha=-3892.72517 de_lowest_kj_mol=14.21
Ba 1.42 0.63 0.59 1.9457
C 4.77 -0.12 1.52 -0.1117
N 4.15 0.54 0.36 -0.1755
C 4.52 0.27 -1.03 -0.1091
C 3.46 -0.47 -1.84 -0.3546
N 2.17 -0.25 -1.77 -0.0439
C 1.53 -1.23 -2.56 -0.2251
C 0.19 -1.56 -2.66 -0.0238
C -0.11 -2.70 -3.44 -0.0631
C 0.89 -3.51 -4.02 -0.0565
C 2.25 -3.19 -3.86 -0.0038
C 2.55 -2.05 -3.14 -0.1583
N 3.76 -1.50 -2.66 0.1756
C 3.77 -0.58 2.56 -0.3483
N 2.63 0.03 2.90 -0.0367
C 1.99 -0.81 3.83 -0.2377
C 0.67 -0.83 4.24 -0.0358
C 0.19 -1.95 4.91 -0.0720
C 1.04 -3.07 5.16 -0.0551
C 2.36 -3.10 4.69 -0.0106
C 2.82 -1.96 4.04 -0.1683
N 3.94 -1.75 3.22 0.1683
H 5.49 0.51 2.04 0.1364
H 5.29 -1.06 1.23 0.1360
H 4.13 1.54 0.53 0.1039
H 5.43 -0.37 -1.08 0.1377
H 4.74 1.20 -1.57 0.1389
H -0.59 -0.96 -2.20 0.0958
H -1.16 -2.96 -3.57 0.1085
H 0.63 -4.39 -4.60 0.1116
H 3.02 -3.85 -4.22 0.1161
H 4.71 -1.82 -2.87 0.1828
H 0.01 0.03 4.06 0.1196
H -0.81 -1.98 5.32 0.1053
H 0.65 -3.94 5.68 0.1104
H 2.98 -4.00 4.83 0.1264
H 4.76 -2.35 3.11 0.1780
O -1.13 0.85 0.21 -0.6272
P -2.04 2.06 -0.18 0.8566
C -1.16 3.50 0.73 -0.2722
P 0.60 4.36 0.41 0.9054
O 1.50 3.09 0.39 -0.6823
C 0.34 5.50 -1.08 -0.2780
C -0.66 6.49 -1.06 -0.0895
C -0.92 7.29 -2.17 -0.0697
C -0.18 7.14 -3.33 -0.0563
C 0.71 6.06 -3.44 -0.0590
C 0.97 5.27 -2.31 -0.0860
C 1.05 5.62 1.80 -0.2406
C 0.14 5.99 2.81 -0.0927
C 0.51 6.81 3.88 -0.0731
C 1.77 7.37 3.92 -0.0704
C 2.67 7.15 2.89 -0.0477
C 2.31 6.27 1.83 -0.0622
C -3.86 2.14 0.40 -0.2346
C -4.96 2.03 -0.48 -0.0669
C -6.21 1.62 0.04 -0.0543
C -6.39 1.49 1.41 -0.0660
C -5.41 1.95 2.27 -0.0750
C -4.20 2.39 1.76 -0.0883
C -2.09 2.42 -1.94 -0.2992
C -2.82 3.51 -2.44 -0.0821
C -2.58 3.97 -3.73 -0.0619
C -1.63 3.36 -4.53 -0.0566
C -0.91 2.29 -4.03 -0.0486
C -1.08 1.87 -2.70 -0.0833
H -0.86 2.97 1.64 0.0383
H -1.84 4.33 0.96 0.0474
H -1.28 6.61 -0.15 0.1148
H -1.70 8.03 -2.07 0.1152
H -0.34 7.80 -4.19 0.1206
H 1.19 5.82 -4.37 0.1058
H 1.68 4.47 -2.38 0.0953
H -0.86 5.59 2.79 0.0901
H -0.21 7.00 4.69 0.1225
H 2.01 8.05 4.73 0.1151
H 3.61 7.66 2.85 0.1092
H 3.01 6.10 1.04 0.0938
H -4.85 2.20 -1.55 0.0983
H -7.03 1.38 -0.61 0.1082
H -7.30 1.04 1.80 0.1215
H -5.63 1.98 3.33 0.1180
H -3.50 2.93 2.37 0.0994
H -3.55 3.99 -1.79 0.1105
H -3.22 4.76 -4.15 0.1269
H -1.51 3.67 -5.56 0.1181
H -0.18 1.79 -4.64 0.1085
H -0.40 1.16 -2.26 0.0628
C -4.48 -8.61 -0.69 -0.1159
C -3.32 -7.74 -1.13 -0.3036
S -2.42 -6.98 0.26 0.6599
O -1.97 -8.00 1.17 -0.2974
O -3.13 -5.82 0.71 -0.3269
C -0.90 -6.28 -0.63 -0.1845
C 0.13 -5.91 0.41 -0.1502
N 0.82 -4.61 0.21 0.0852
C 0.43 -3.40 0.72 -0.3451
N 1.40 -2.52 0.71 0.0790
C 2.50 -3.13 0.21 -0.0314
C 2.19 -4.46 -0.08 -0.1531
N 3.04 -5.33 -0.70 -0.2889
O 2.68 -6.55 -0.85 0.0583
O 4.15 -4.88 -1.06 0.0541
C -0.93 -3.10 1.16 0.0374
H -4.98 -9.06 -1.55 0.0872
H -5.25 -8.01 -0.18 0.0904
H -4.14 -9.38 0.02 0.0831
H -3.63 -6.90 -1.77 0.1042
H -2.56 -8.34 -1.69 0.1104
H -1.26 -5.36 -1.16 0.1130
H -0.50 -7.04 -1.33 0.1076
H 0.98 -6.63 0.36 0.1222
H -0.36 -5.96 1.41 0.1358
H 3.46 -2.64 0.07 0.1137
H -0.94 -2.91 2.27 0.1091
H -1.59 -3.93 0.91 0.0597
H -1.25 -2.16 0.63 0.1010

11
Properties=species:S:1:pos:R:3:lowdin_charge:R:1 method="wB97M-V/def2-TZVPD" fmax_ha_per_bohr=0.114 homo_ha=-0.3316 spin_multiplicity=1 total_energy_ha=-426.85542 de_lowest_kj_mol=530.88
C 0.73 1.58 0.79 -0.1290
C -0.22 -0.77 0.16 -0.3531
H -0.52 -0.93 -2.00 0.1264
H 1.15 2.38 1.24 0.0643
H -1.22 -2.36 0.32 0.0109
N 0.20 0.25 -0.76 -0.1812
N 0.56 1.43 -0.58 0.2021
N 0.55 0.63 1.75 0.0392
N 0.02 -0.54 1.46 0.0770
N -1.12 -1.69 -0.39 0.0755
O -0.14 0.02 -2.00 0.0677

107
Properties=species:S:1:pos:R:3:lowdin_charge:R:1 method="wB97M-V/def2-TZVPD" fmax_ha_per_bohr=0.181 homo_ha=-0.2925 spin_multiplicity=1 total_charge=+1 total_energy_ha=-5786.57257
C -3.82 -3.36 -0.64 -0.1078
C -4.77 -2.16 -0.86 -0.2334
C -4.67 -1.52 -2.26 -0.2206
C -4.53 0.00 -2.26 -0.2084
C -3.35 0.55 -1.45 -0.2005
C -2.08 -0.24 -1.71 -0.1827
C -0.83 0.49 -1.14 -0.1154
C 0.39 0.26 -1.96 -0.1798
C 1.31 1.27 -2.20 -0.2153
C 1.23 2.68 -1.71 -0.1131
C 2.34 3.13 -0.70 -0.1274
C 2.13 2.83 0.81 -0.3909
C 0.73 3.21 1.30 -0.1762
C 2.50 1.41 1.27 -0.1056
C 2.61 0.95 -3.11 -0.5241
O 3.57 1.66 -3.21 0.1008
C 2.70 -0.45 -3.98 -0.2309
C 3.79 -0.63 -5.02 -0.0779
C 3.32 -0.36 -6.43 -0.2881
O 3.68 0.54 -7.10 0.1655
C 1.78 -1.46 -3.71 -0.2014
C 1.77 -2.78 -4.42 -0.1629
C 2.31 -4.04 -3.64 -0.1264
C 3.49 -3.76 -2.69 -0.2316
N 2.97 -3.45 -1.35 -0.0544
C 0.68 -1.22 -2.54 -0.3815
O 0.17 -2.21 -2.10 0.1314
H -4.31 -4.10 -0.01 0.0668
H -2.94 -3.05 -0.09 0.0539
H -3.50 -3.81 -1.58 0.0670
H -4.55 -1.43 -0.08 0.1000
H -5.79 -2.51 -0.71 0.1019
H -5.58 -1.78 -2.80 0.1070
H -3.84 -1.98 -2.81 0.0907
H -5.48 0.46 -1.95 0.1161
H -4.39 0.30 -3.31 0.1078
H -3.22 1.59 -1.73 0.1159
H -3.61 0.53 -0.39 0.1196
H -2.13 -1.25 -1.32 0.0953
H -1.94 -0.28 -2.80 0.1228
H -1.08 1.54 -1.06 0.1099
H -0.68 0.08 -0.13 0.1465
H 1.36 3.30 -2.60 0.1344
H 0.26 2.91 -1.30 0.1008
H 3.33 2.75 -0.97 0.1015
H 2.41 4.21 -0.80 0.1237
H 2.85 3.46 1.34 0.1407
H 0.09 2.33 1.38 0.0413
H 0.78 3.65 2.33 -0.0696
H 0.28 3.96 0.65 0.0798
H 2.40 1.27 2.34 0.0846
H 3.59 1.33 1.08 0.0505
H 1.94 0.68 0.71 -0.0013
H 4.15 -1.66 -4.99 0.1224
H 4.65 0.00 -4.79 0.1422
H 2.57 -1.10 -6.91 -0.0704
H 2.26 -2.67 -5.39 -0.0418
H 0.72 -2.98 -4.64 0.1330
H 2.59 -4.78 -4.39 0.1113
H 1.47 -4.46 -3.09 0.1138
H 4.16 -4.61 -2.65 0.1179
H 4.06 -2.90 -3.09 0.0920
H 2.06 -3.87 -1.20 0.0649
H 2.87 -2.45 -1.27 -0.2780
F -0.25 -3.58 1.77 -0.1451
P 0.23 -5.04 1.27 0.4238
F -0.52 -4.72 -0.14 -0.1590
F 0.57 -6.32 2.40 -0.3112
F 1.06 -6.01 0.24 -0.1716
F -1.33 -5.50 1.88 -0.3205
F 1.64 -4.42 1.73 -0.1333
Al 2.20 -2.93 -7.74 1.1154
Cl 0.13 2.79 4.04 -0.0714
C -4.82 3.54 7.11 -0.1243
C -3.38 3.10 6.91 -0.2534
C -3.13 2.42 5.56 -0.2133
C -3.93 1.20 5.42 -0.2471
N -4.56 0.25 5.31 0.1233
H -5.51 2.70 7.12 0.0736
H -4.91 4.05 8.07 0.0634
H -5.13 4.23 6.32 0.0712
H -3.09 2.43 7.72 0.1168
H -2.73 3.97 6.97 0.1041
H -2.08 2.15 5.47 0.0391
H -3.38 3.09 4.74 0.1176
C 7.58 1.75 2.76 -0.0644
C 6.26 1.84 1.91 -0.4771
O 5.22 1.62 2.70 -0.0914
H 7.68 0.76 3.21 0.0692
H 8.44 1.92 2.10 0.0702
H 7.59 2.50 3.54 0.0738
H 6.40 1.12 1.07 0.0903
H 6.33 2.83 1.40 0.1063
O -4.04 6.34 7.50 0.1701
H -4.43 7.21 7.75 0.0825
C -1.40 -5.06 -9.82 -2.0638
Cl 0.15 -5.90 -10.05 0.5030
Cl -1.51 -3.71 -10.94 0.5451
Cl -2.73 -6.17 -10.06 0.5839
Cl -1.45 -4.43 -8.15 0.4621
Cs 2.98 -0.67 -1.39 2.0367
Mg -1.19 -7.22 2.91 1.0526
B -3.26 6.79 10.70 -1.1941
F -3.05 8.13 10.92 0.1486
F -2.88 6.51 9.29 0.1378
F -2.42 6.00 11.46 0.1700
F -4.59 6.44 10.84 0.1347